#1
Formula: C5H18N2O3
Source: OMol25
Level of theory: ωB97M-V/def2-TZVPD

Element x y z (Å)
C: 2.429 1.044 0.538
N: 1.449 -0.044 0.655
C: 0.308 0.184 -0.268
C: -0.692 1.173 0.455
O: -1.191 2.090 -0.506
C: -0.364 -1.207 -0.323
C: -1.825 -1.340 -0.603
N: -2.224 -0.762 -1.895
H: 3.409 0.794 0.919
H: 2.558 1.348 -0.506
H: 2.172 1.936 1.159
H: 1.116 -0.067 1.615
H: 0.604 0.563 -1.231
H: -1.502 0.650 1.016
H: -0.192 1.574 1.337
H: -2.104 2.278 -0.266
H: 0.049 -1.773 -1.181
H: 0.097 -1.868 0.495
H: -2.312 -2.394 -0.646
H: -2.508 -0.928 0.171
H: -2.255 0.252 -1.830
H: -1.520 -1.018 -2.580
O: 3.069 -0.686 -2.175
H: 2.962 -0.703 -1.206
H: 2.591 0.039 -2.583
O: -1.307 -0.581 3.457
H: -1.196 -0.885 2.551
H: -1.620 0.331 3.432

Output
SMILES	CN[C@H](CO)CCN.O.O
LUMO energy	0.34	eV
charge	0

=====

#2
Formula: C5H18N2O3
Source: OMol25
Level of theory: ωB97M-V/def2-TZVPD

Element x y z (Å)
C: -0.617 2.301 1.561
N: 0.053 2.191 0.500
C: -0.223 1.207 -0.494
C: -0.918 -0.135 0.048
C: 0.177 -0.927 0.696
C: -0.262 -2.156 1.475
N: 1.034 -1.378 -0.440
H: -1.499 1.775 1.927
H: -0.230 3.015 2.296
H: 0.598 0.957 -1.155
H: -0.962 1.588 -1.211
H: -1.328 -0.536 -0.877
H: -1.828 0.144 0.588
H: 0.774 -0.216 1.283
H: 0.578 -2.408 2.154
H: -0.367 -3.040 0.850
H: -1.019 -1.969 2.241
H: 0.800 -2.285 -0.791
H: 2.012 -1.317 -0.173
O: -1.332 -0.276 -3.141
H: -1.405 -0.706 -3.996
H: -0.442 -0.070 -2.859
O: -0.068 -0.068 3.730
H: 0.177 -0.033 2.794
H: 0.407 -0.788 4.183
O: 1.884 0.071 -3.245
H: 1.726 -0.003 -2.288
H: 1.851 0.990 -3.475

Output
SMILES	C=NCC[C@@H](C)N.O.O.O
LUMO energy	0.68	eV
charge	0

=====

Quick one: least stable of them? #1

=====

#1
Formula: C2H7N3P
Source: OMol25
Level of theory: ωB97M-V/def2-TZVPD

Element x y z (Å)
C: -0.941 0.382 -0.111
C: 0.842 -1.294 -0.081
N: -0.498 -0.820 -0.330
N: 1.305 1.356 -0.419
N: -1.912 1.028 0.284
P: 2.006 0.084 0.189
H: 0.903 -1.822 0.824
H: 1.169 -1.941 -0.911
H: -1.111 -1.701 -0.380
H: 0.924 1.461 -1.298
H: -2.962 0.815 0.328
H: -1.780 2.062 0.362
H: 2.055 0.390 1.543

Output
LUMO energy (alpha / beta)	-5.35 / -5.56	eV
charge	+1

=====

#2
Formula: C2H7N3P
Source: OMol25
Level of theory: ωB97M-V/def2-TZVPD

Element x y z (Å)
H: 1.560 1.877 -0.864
N: 1.595 0.851 -1.061
N: 0.532 0.381 -0.799
C: 0.369 -1.108 -0.744
C: -0.320 -1.168 0.647
P: -0.915 0.562 0.613
N: -0.198 1.744 1.250
H: 1.276 -1.703 -0.755
H: -0.477 -1.372 -1.367
H: -1.202 -1.863 0.492
H: 0.267 -1.436 1.595
H: -1.829 0.593 -0.377
H: -0.659 2.640 1.370

Output
SMILES	[H]/N=[N+]1/CC[P@H]1=N
LUMO energy (alpha / beta)	-5.37 / -5.37	eV
charge	+1

=====

#3
Formula: C2H7N3P
Source: OMol25
Level of theory: ωB97M-V/def2-TZVPD

Element x y z (Å)
C: 0.555 -0.521 -0.358
C: 0.613 -0.868 1.101
N: -0.849 1.075 0.610
N: -0.507 0.440 -0.340
N: -0.896 0.952 -1.831
P: -0.538 0.339 2.030
H: 1.495 -0.030 -0.836
H: 0.243 -1.357 -1.037
H: 0.169 -1.903 1.183
H: 1.720 -0.753 1.454
H: -0.611 0.202 -2.509
H: -1.962 1.178 -1.849
H: 0.565 1.246 2.382

Output
LUMO energy	-5.65	eV
charge	+1

=====

Quick one: least stable of them? #1

=====

#1
Formula: C7H11N2S
Source: OMol25
Level of theory: ωB97M-V/def2-TZVPD

Element x y z (Å)
C: 1.368 1.774 -0.059
C: 3.205 1.313 1.040
C: 0.821 0.842 0.865
C: -2.748 0.263 0.440
C: -1.509 0.706 0.144
C: -0.293 -1.747 -1.801
C: -0.500 0.456 1.061
N: 2.652 2.093 0.145
N: -0.216 -1.850 -0.302
S: 2.075 0.442 1.979
H: 0.726 2.264 -0.866
H: 4.284 1.322 1.131
H: -3.683 0.564 -0.174
H: -2.886 -0.271 1.297
H: -1.250 1.406 -0.718
H: 0.302 -0.997 -2.198
H: -0.142 -2.690 -2.151
H: -1.283 -1.256 -2.049
H: -0.636 0.093 2.004
H: -0.908 -2.415 0.167
H: 0.620 -2.314 0.045

Output
LUMO energy (alpha / beta)	-6.06 / -6.06	eV
charge	+1

=====

#2
Formula: C7H11N2S
Source: OMol25
Level of theory: ωB97M-V/def2-TZVPD

Element x y z (Å)
C: -1.817 -1.019 -2.130
C: -2.552 0.064 -1.801
C: -0.549 -1.206 -1.576
C: -2.103 0.957 -0.794
C: -0.165 -0.414 -0.497
C: -0.864 0.728 -0.239
C: 1.943 -0.838 0.899
N: -0.235 1.659 0.880
N: 1.489 -0.064 1.978
S: 2.237 -2.591 0.972
H: -2.144 -1.620 -2.982
H: -3.590 0.206 -2.115
H: 0.095 -1.753 -2.155
H: -2.642 1.854 -0.468
H: 2.572 -0.365 0.153
H: 0.480 2.232 0.392
H: 0.303 1.060 1.694
H: -1.088 2.168 1.120
H: 0.777 -0.594 2.523
H: 2.237 0.188 2.572
H: 2.817 -2.307 -0.195

Output
LUMO energy (alpha / beta)	-4.13 / -3.87	eV
charge	+1

=====

Quick one: least stable of them? #2

=====

#1
Formula: C4H7N2
Source: OMol25
Level of theory: ωB97M-V/def2-TZVPD

Element x y z (Å)
C: -0.775 1.297 0.658
C: -1.174 -0.038 0.228
C: 1.339 -0.393 0.142
C: 0.956 0.823 -0.528
N: 0.298 1.833 0.222
N: 0.029 -0.502 -0.592
H: -1.450 1.755 1.325
H: -1.427 -0.804 0.943
H: -2.046 0.241 -0.567
H: 2.262 -1.054 -0.187
H: 1.132 -0.358 1.224
H: 1.574 0.968 -1.394
H: -0.290 -0.983 -1.428

Output
LUMO energy (alpha / beta)	-3.32 / -8.28	eV
charge	+1
multiplicity	3

=====

#2
Formula: C4H7N2
Source: OMol25
Level of theory: ωB97M-V/def2-TZVPD

Element x y z (Å)
C: 1.201 0.593 -0.202
C: -0.037 1.334 0.053
C: -0.190 -1.070 0.422
C: 0.936 -0.860 -0.397
N: 2.069 -0.241 0.154
N: -1.035 0.217 0.089
H: -0.071 1.924 1.004
H: -0.250 2.008 -0.696
H: -0.875 -1.851 0.209
H: -0.021 -0.942 1.451
H: 1.461 -1.590 -2.044
H: -1.772 0.425 0.819
H: -1.415 0.055 -0.860

Output
LUMO energy (alpha / beta)	-4.55 / -7.00	eV
charge	+1
multiplicity	3

=====

Quick one: least stable of them? #2